45
Properties=species:S:1:pos:R:3 method="wB97M-V/def2-TZVPD" fmax_ha_per_bohr=0.0852 de_lowest_kcal_mol=44.29 smiles=CC(C)n1c(Nc2cncc(C(C)(C)CO)n2)nc2cncnc21 charge=0 e_lumo_ha=0.0173 orbital_gap_ev=8.64
C -0.354 2.685 2.303
C -0.218 2.978 0.838
C -0.321 4.512 0.487
N 1.085 2.463 0.363
C 1.277 1.382 -0.422
N 0.305 0.644 -0.849
C 0.445 -0.738 -1.163
C 1.361 -1.389 -2.018
N 1.196 -2.645 -2.276
C 0.087 -3.344 -1.864
C -0.946 -2.597 -1.185
C -2.228 -3.282 -0.698
C -2.987 -3.576 -1.970
C -3.122 -2.294 0.141
C -1.886 -4.440 0.261
O -1.134 -3.901 1.344
N -0.723 -1.299 -0.869
N 2.547 1.125 -0.663
C 3.180 2.046 0.131
C 4.559 2.252 0.292
N 4.995 3.172 1.106
C 4.034 4.059 1.576
N 2.720 3.952 1.403
C 2.344 2.920 0.692
H 0.612 3.025 2.817
H -0.255 1.604 2.374
H -1.234 3.053 2.827
H -1.098 2.473 0.273
H 0.599 5.006 0.757
H -0.511 4.690 -0.529
H -1.310 4.962 1.060
H -0.525 0.818 -0.185
H 2.093 -0.665 -2.392
H 0.038 -4.411 -2.226
H -2.455 -4.409 -2.555
H -4.043 -3.810 -1.730
H -2.972 -2.777 -2.700
H -3.174 -1.312 -0.347
H -2.706 -2.021 1.072
H -4.061 -2.801 0.254
H -2.768 -4.894 0.642
H -1.259 -5.191 -0.261
H -0.979 -4.640 1.922
H 5.341 1.733 -0.180
H 4.452 4.879 2.146



12
Properties=species:S:1:pos:R:3 method="wB97M-V/def2-TZVPD" fmax_ha_per_bohr=0.0951 de_lowest_kcal_mol=119.99 smiles="[NH2+]=C[C@@]12C=C1C2" charge=+1 e_lumo_ha=-0.1899 orbital_gap_ev=8.95
N -1.581 -0.292 0.388
C -0.926 0.403 -0.444
C 0.483 0.244 -0.785
C 0.935 -1.327 -0.567
C 1.137 -0.642 0.541
C 1.343 0.812 0.269
H -2.566 -0.062 0.688
H -1.101 -0.971 0.991
H -1.612 1.214 -0.794
H 0.628 -2.144 -1.127
H 2.341 1.153 -0.023
H 0.919 1.613 0.863



101
Properties=species:S:1:pos:R:3 method="wB97M-V/def2-TZVPD" fmax_ha_per_bohr=0.0328 s_squared=3.765 de_lowest_kcal_mol=50.35 charge=-1 spin_multiplicity=4 e_lumo_ha="0.0667 / 0.0634" orbital_gap_ev="5.61 / 6.02"
V -1.381 0.749 -0.986
S -1.239 -0.319 3.058
P -0.016 -0.975 1.628
C -0.709 -1.034 0.010
P -1.564 -2.505 -0.274
S -3.533 -2.500 -0.742
C -0.761 -3.473 -1.656
C 0.628 -3.557 -1.750
C 1.248 -4.322 -2.736
C 0.478 -5.002 -3.673
C -0.906 -4.917 -3.605
C -1.517 -4.169 -2.598
C -1.579 -3.754 1.093
C -0.971 -4.998 0.978
C -1.177 -5.984 1.943
C -1.990 -5.730 3.035
C -2.588 -4.478 3.170
C -2.387 -3.500 2.210
C 1.606 -0.044 1.785
C 1.895 1.094 1.042
C 3.086 1.801 1.188
C 4.026 1.390 2.118
C 3.744 0.286 2.914
C 2.553 -0.413 2.753
C 0.664 -2.632 2.150
C 1.757 -3.187 1.481
C 2.336 -4.378 1.898
C 1.831 -5.035 3.016
C 0.763 -4.479 3.708
C 0.187 -3.284 3.278
H 1.215 -2.998 -1.038
H 2.332 -4.393 -2.774
H 0.953 -5.592 -4.450
H -1.517 -5.441 -4.334
H -2.596 -4.118 -2.528
H -0.340 -5.214 0.125
H -0.698 -6.952 1.833
H -2.144 -6.495 3.787
H -3.218 -4.265 4.028
H -2.865 -2.536 2.316
H 1.160 1.479 0.373
H 3.259 2.690 0.592
H 4.953 1.941 2.246
H 4.451 -0.030 3.674
H 2.359 -1.247 3.412
H 2.211 -2.641 0.666
H 3.190 -4.783 1.363
H 2.272 -5.968 3.349
H 0.370 -4.976 4.589
H -0.635 -2.833 3.822
C -3.465 3.005 -0.096
C -3.600 1.685 0.670
N -3.417 0.566 -0.287
C -4.425 0.536 -1.377
C -3.809 0.143 -2.722
N -2.455 0.729 -2.908
C -2.461 2.067 -3.540
C -2.928 3.135 -2.552
N -2.463 2.860 -1.188
H -3.131 3.782 0.586
H -4.416 3.322 -0.520
H -4.554 1.629 1.198
H -2.808 1.613 1.416
H -3.436 -0.328 0.202
H -4.880 1.521 -1.445
H -5.216 -0.173 -1.142
H -4.472 0.428 -3.546
H -3.687 -0.933 -2.722
H -1.916 0.111 -3.503
H -3.112 2.074 -4.416
H -1.451 2.280 -3.880
H -4.014 3.178 -2.553
H -2.583 4.108 -2.899
H -1.656 3.443 -0.926
N 3.190 -0.704 -3.299
C 2.380 0.362 -2.972
C 1.139 0.120 -2.356
N 0.334 1.108 -2.009
C 0.748 2.361 -2.322
C 1.953 2.569 -2.943
N 2.788 1.580 -3.273
H 3.068 -1.539 -2.749
H 4.150 -0.440 -3.453
H 0.810 -0.874 -2.097
H 0.136 3.191 -2.003
H 2.271 3.579 -3.171
O 4.859 8.134 1.165
C 4.237 7.477 2.183
O 4.611 7.698 3.301
C 3.132 6.544 1.816
C 2.379 5.979 2.843
C 1.313 5.137 2.581
C 0.921 4.815 1.263
S -0.440 3.771 0.945
C 1.720 5.366 0.238
C 2.786 6.209 0.509
H 4.435 7.894 0.334
H 2.656 6.219 3.862
H 0.750 4.698 3.394
H 1.479 5.113 -0.788
H 3.360 6.572 -0.341